#i
Here is C5H6N2 in the gas phase from the Open Molecules 2025 dataset. Energies are from ωB97M-V/def2-TZVPD.

Positions of all 13 atoms, in Å:
C (2.5198, 0.1762, -0.0775)
C (1.4590, -0.5614, -0.0080)
C (0.0057, -0.1495, -0.0502)
C (-0.7382, 0.9740, 0.0469)
N (-2.0783, 0.5691, -0.0400)
C (-2.0272, -0.7715, -0.0462)
N (-0.7767, -1.2517, -0.0056)
H (2.5435, 1.2887, 0.0209)
H (3.5611, -0.3094, -0.1140)
H (1.6503, -1.5891, 0.1860)
H (-0.3127, 1.9418, 0.3084)
H (-2.8782, 1.1101, -0.3700)
H (-2.9282, -1.4274, 0.1492)

**Highest occupied orbital energy**: -8.553 eV
**Kohn-Sham gap**: 9.43 eV
**Molar mass**: 94.12 g/mol

#ii
Here is C5H6N2 in the gas phase from the Open Molecules 2025 dataset. Energies are from ωB97M-V/def2-TZVPD.

Positions of all 13 atoms, in Å:
C (-2.4696, 0.4592, -0.6125)
C (0.3322, -0.4236, -0.2634)
C (-0.5366, -1.1130, 0.3358)
C (1.3509, 0.4048, -0.6024)
C (2.6293, 0.0724, 0.0982)
N (-1.6131, -1.1392, 0.9346)
N (-2.6590, -0.3464, 0.3847)
H (-3.3645, 1.1612, -0.9238)
H (1.0698, 0.9955, -1.5261)
H (3.4843, -0.4798, -0.2366)
H (2.2269, -0.3166, 1.0835)
H (3.0922, 1.0719, 0.4383)
H (-3.5429, -0.3464, 0.8898)

**Highest occupied orbital energy**: -8.264 eV
**Kohn-Sham gap**: 7.88 eV
**Molar mass**: 94.12 g/mol

#iii
Here is a molecular structure, C5H6N2 from the Open Molecules 2025 dataset. Energies are from ωB97M-V/def2-TZVPD.

Positions of all 13 atoms, in Å:
N (2.6888, -0.1705, 1.5169)
C (2.0781, -0.1384, 0.5313)
C (1.3591, -0.0528, -0.6795)
C (-0.0790, -0.2006, -0.8732)
C (-0.9167, -0.7023, 0.2723)
C (-1.2020, 0.7762, 0.5431)
N (-0.1334, 1.2159, -0.4732)
H (1.9540, -0.0913, -1.6077)
H (-0.3338, -0.3755, -1.9090)
H (-1.7179, -1.3528, -0.0614)
H (-0.3434, -1.1581, 1.0843)
H (-2.1683, 1.0993, 0.0882)
H (-1.1853, 1.1508, 1.5680)

**Highest occupied orbital energy (alpha / beta)**: -9.243 / -8.938 eV
**Kohn-Sham gap (alpha / beta)**: 8.52 / 8.44 eV
**Molar mass**: 94.12 g/mol

Most stable: #i. Least stable: #ii.

#i
Here is a molecular structure, C5H6N2 from the Open Molecules 2025 dataset. Energies are from ωB97M-V/def2-TZVPD.

Positions of all 13 atoms, in Å:
N (2.1589, 0.6958, 1.7250)
C (1.7143, 0.5257, 0.6705)
C (1.1557, 0.3730, -0.6615)
C (0.0357, -0.5287, -0.9890)
C (-0.9240, -0.8675, 0.0998)
C (-1.0079, 0.5293, 0.6871)
N (-0.2273, 0.9251, -0.9837)
H (1.9567, 0.4365, -1.4139)
H (0.0836, -1.1190, -1.9059)
H (-1.8815, -0.9440, -0.4391)
H (-0.8111, -1.7545, 0.7267)
H (-1.9570, 0.6213, 1.3003)
H (-0.2429, 1.0996, 1.1882)

**Highest occupied orbital energy**: -9.520 eV
**Kohn-Sham gap**: 9.99 eV
**Molar mass**: 94.12 g/mol

#ii
Here is C5H6N2 in the gas phase from the Open Molecules 2025 dataset. Energies are from ωB97M-V/def2-TZVPD.

Positions of all 13 atoms, in Å:
H (0.0646, -1.5413, -2.3822)
N (0.5896, -0.8968, -1.6925)
C (-0.0294, -0.3752, -0.7493)
N (-1.3623, -0.5119, -0.3289)
C (-1.4980, 0.1303, 0.8827)
C (-0.3510, 0.7359, 1.4202)
C (0.6925, 0.3888, 0.3619)
C (1.9857, 0.7019, 0.2839)
H (-1.9485, -1.4369, -0.4534)
H (-2.5006, 0.0975, 1.2616)
H (-0.1829, 1.1831, 2.3517)
H (2.6708, 1.3291, 0.9638)
H (2.5069, 0.7395, -0.7881)

**Highest occupied orbital energy**: -7.892 eV
**Kohn-Sham gap**: 8.44 eV
**Molar mass**: 94.12 g/mol

#iii
Here is C5H6N2 in the gas phase from the Open Molecules 2025 dataset. Energies are from ωB97M-V/def2-TZVPD.

Positions of all 13 atoms, in Å:
C (0.2985, 1.6346, -0.3680)
C (-0.5086, 0.3976, -0.0312)
C (-1.8016, 0.3054, 0.2130)
C (-3.1826, 0.5110, -0.0473)
C (0.2978, -0.8393, 0.0719)
N (-0.1542, 2.7190, 0.1418)
N (-2.6969, -0.7478, 0.0917)
H (1.2354, 1.3136, -0.8654)
H (-0.0675, -1.7358, -0.3797)
H (1.2981, -0.7408, -0.2696)
H (0.4101, -1.1221, 1.0823)
H (0.3973, 3.5151, -0.0902)
H (-3.1763, -1.6071, 0.5488)

**Highest occupied orbital energy**: -8.701 eV
**Kohn-Sham gap**: 8.83 eV
**Molar mass**: 94.12 g/mol

Most stable: #ii. Least stable: #iii.

#i
Here is C5H6N2 in the gas phase from the Open Molecules 2025 dataset. Energies are from ωB97M-V/def2-TZVPD.

Positions of all 13 atoms, in Å:
C (1.3522, 0.1817, -2.1102)
C (1.0306, 0.6760, -0.8807)
N (0.0875, 0.2693, 0.0120)
C (-0.6156, -0.9225, 0.2321)
C (-1.4657, -0.8754, 1.3264)
C (-0.9118, 0.3228, 2.0136)
N (-0.1065, 0.9991, 1.1631)
H (2.1249, 0.7820, -2.5361)
H (1.0970, -0.7801, -2.6132)
H (1.6196, 1.4833, -0.4963)
H (-0.8568, -1.3886, -0.6732)
H (-2.1685, -1.5886, 1.6953)
H (-1.1867, 0.8411, 2.8673)

**Highest occupied orbital energy**: -8.816 eV
**Kohn-Sham gap**: 9.53 eV
**Molar mass**: 94.12 g/mol

#ii
Here is C5H6N2 in the gas phase from the Open Molecules 2025 dataset. Energies are from ωB97M-V/def2-TZVPD.

Positions of all 13 atoms, in Å:
N (-1.1474, 2.4953, 1.0379)
C (-0.9567, 1.3795, 0.8045)
C (-0.9803, 0.0461, 0.2022)
C (-0.2500, 0.0207, -1.1658)
C (0.7051, -0.9402, -0.4891)
C (1.2113, -0.3474, 0.7759)
N (-0.0910, -1.0200, 0.7787)
H (-2.0288, -0.2493, 0.1961)
H (0.1944, 0.9598, -1.5070)
H (-0.8628, -0.4091, -1.9591)
H (1.0767, -1.8475, -0.9672)
H (1.1068, 0.7357, 0.9710)
H (2.0225, -0.8236, 1.3219)

**Highest occupied orbital energy**: -9.979 eV
**Kohn-Sham gap**: 10.93 eV
**Molar mass**: 94.12 g/mol

Most stable: #i. Least stable: #ii.

#i
Here is C4H11NO2S in the gas phase from the Open Molecules 2025 dataset. Energies are from ωB97M-V/def2-TZVPD.

Positions of all 19 atoms, in Å:
C (-3.5028, 1.2487, 0.1509)
O (-3.3130, -0.2747, 0.1865)
C (-2.0692, -0.6611, -0.0203)
O (-0.7504, -0.4053, 1.1357)
S (0.7859, 0.6053, 0.9285)
N (1.9320, -0.2124, -0.0592)
C (2.5478, -1.2424, 0.7403)
C (2.5630, 0.5505, -1.0736)
H (-3.2238, 1.6938, 1.0801)
H (-4.4410, 1.5490, -0.1215)
H (-2.8722, 1.5030, -0.7230)
H (-1.5043, -0.1886, -0.9167)
H (-2.0597, -1.6993, -0.0945)
H (1.7052, -1.5520, 1.3834)
H (2.6075, -2.1029, 0.0846)
H (3.4088, -0.9533, 1.3831)
H (3.3697, -0.1016, -1.3325)
H (1.8751, 0.6440, -1.8526)
H (2.9415, 1.5993, -0.8792)

**Highest occupied orbital energy**: -8.052 eV
**Kohn-Sham gap**: 8.71 eV
**Molar mass**: 137.20 g/mol

#ii
Here is 2 unconnected molecules or ions with the total composition C4H11NO2S from the Open Molecules 2025 dataset. Energies are from ωB97M-V/def2-TZVPD.

Positions of all 19 atoms, in Å:
N (-1.6043, -0.2569, 1.5464)
C (-0.2492, -0.2205, 1.0175)
C (0.6413, -1.3807, 1.4610)
O (1.6886, -1.6777, 0.9459)
C (-0.2179, -0.1833, -0.5465)
C (-1.2934, 0.7672, -1.1296)
S (-0.6077, 2.0994, -2.2175)
H (-2.1382, -1.0274, 1.1644)
H (-1.6279, -0.1876, 2.5559)
H (0.2121, 0.6906, 1.4115)
H (0.3069, -1.8869, 2.3916)
H (0.7677, 0.2211, -0.7171)
H (-0.4461, -1.1943, -0.8665)
H (-1.9554, 1.2408, -0.4169)
H (-1.8946, 0.1206, -1.7689)
H (-0.7439, 3.1215, -1.3167)
O (3.4089, -0.0432, -1.0699)
H (2.8739, 0.6323, -1.4767)
H (2.8790, -0.8349, -0.9679)

**Highest occupied orbital energy**: -9.214 eV
**Kohn-Sham gap**: 9.74 eV
**Molar mass**: 137.20 g/mol

#iii
Here is 2 unconnected molecules or ions with the total composition C4H11NO2S from the Open Molecules 2025 dataset. Energies are from ωB97M-V/def2-TZVPD.

Positions of all 19 atoms, in Å:
C (-1.9420, -0.6988, -0.8711)
N (-1.0480, 0.0419, 0.0137)
C (0.2483, -0.5036, 0.3472)
C (0.2423, -1.7107, 1.2365)
O (1.2011, -2.4212, 1.3923)
C (1.1160, 0.7574, 0.7350)
S (2.6314, 0.4327, 1.6629)
H (-1.3398, -1.1764, -1.6442)
H (-2.5548, -1.4764, -0.4020)
H (-2.6022, 0.0312, -1.3138)
H (-1.5534, 0.4761, 0.7722)
H (0.7732, -0.7083, -0.5683)
H (-0.6644, -1.8755, 1.8537)
H (1.4806, 1.1059, -0.2060)
H (0.5821, 1.6163, 1.1338)
H (2.0793, 0.1351, 2.8415)
O (0.6929, 2.1275, -2.5833)
H (0.5106, 1.1979, -2.4140)
H (0.1469, 2.6490, -1.9859)

**Highest occupied orbital energy**: -9.013 eV
**Kohn-Sham gap**: 9.50 eV
**Molar mass**: 137.20 g/mol

#iv
Here is 2 unconnected molecules or ions with the total composition C4H11NO2S from the Open Molecules 2025 dataset. Energies are from ωB97M-V/def2-TZVPD.

Positions of all 19 atoms, in Å:
O (1.4814, 0.0373, 2.5510)
C (1.5116, -0.4348, 1.4099)
N (0.4636, -1.1352, 0.9723)
C (0.0950, -1.3854, -0.4365)
C (-1.0557, -0.4855, -0.8292)
C (-0.6995, 0.5037, -1.9248)
S (0.5186, 1.7292, -1.3190)
H (2.3977, -0.2130, 0.8271)
H (-0.3475, -1.1016, 1.5560)
H (0.9704, -1.3699, -1.0742)
H (-0.2030, -2.4363, -0.4920)
H (-1.9326, -1.1077, -1.0908)
H (-1.5723, -0.0388, 0.0283)
H (-0.5108, -0.0257, -2.8581)
H (-1.5741, 1.1204, -2.1181)
H (1.2535, 1.8023, -2.4618)
O (-0.6233, 1.3847, 2.3916)
H (0.1480, 0.8449, 2.5126)
H (-0.3211, 2.3114, 2.3554)

**Highest occupied orbital energy**: -9.321 eV
**Kohn-Sham gap**: 9.89 eV
**Molar mass**: 137.20 g/mol

Most stable: #iv. Least stable: #i.